Entry 1:
C34H35As2N5O2Rh as an isolated structure. Source: the OMol25 dataset; level of theory: ωB97M-V/def2-TZVPD.

Highest occupied orbital energy (alpha / beta)   -15.230 / -16.193 eV
⟨S²⟩   6.017
ΔE to the lowest compared entry with this formula, charge and spin   0.0 kJ/mol
HOMO-LUMO gap (alpha / beta)   8.093 / 5.456 eV

```
! RIJCOSX wB97M-V def2-TZVPD def2/J DEFGRID3
* xyz 3 5
Rh 0.3310 1.0579 0.0629
C 0.0897 -2.5896 -0.3710
C -1.3421 -2.0964 -0.2599
As -1.5265 -0.3667 -1.1236
C -3.3996 -0.1308 -1.3703
C -3.8555 0.3788 -2.5817
C -5.2237 0.4613 -2.8052
C -6.1142 0.0515 -1.8221
C -5.6476 -0.4453 -0.6099
C -4.2836 -0.5275 -0.3701
C -0.7935 -0.7092 -2.8526
C 0.2822 0.0565 -3.3057
C 0.8526 -0.2158 -4.5451
C 0.3448 -1.2487 -5.3214
C -0.7302 -2.0109 -4.8691
C -1.3042 -1.7423 -3.6359
As 1.4111 -1.3332 0.3092
C 0.9515 -1.0277 2.1592
C 1.4876 0.0761 2.8287
C 1.2990 0.2114 4.1986
C 0.5779 -0.7521 4.8936
C 0.0363 -1.8511 4.2239
C 0.2093 -1.9881 2.8571
C 3.0266 -2.3487 0.3831
C 3.3731 -3.0948 -0.7474
C 4.4675 -3.9411 -0.6807
C 5.2191 -4.0135 0.4876
C 4.8811 -3.2453 1.5964
C 3.7878 -2.3939 1.5506
H 0.3540 -2.7572 -1.4121
H 0.2669 -3.5185 0.1646
H -1.6739 -1.9819 0.7678
H -2.0227 -2.7763 -0.7671
H -3.1625 0.6826 -3.3554
H -5.5923 0.8356 -3.7521
H -7.1795 0.1206 -2.0001
H -6.3501 -0.7777 0.1453
H -3.9186 -0.9115 0.5733
H 0.6676 0.8760 -2.7138
H 1.6800 0.3825 -4.9089
H 0.7826 -1.4601 -6.2899
H -1.1246 -2.8124 -5.4830
H -2.1503 -2.3286 -3.2991
H 2.0646 0.8234 2.2992
H 1.7355 1.0523 4.7237
H 0.4543 -0.6623 5.9679
H -0.5002 -2.6146 4.7740
H -0.1880 -2.8611 2.3581
H 2.8045 -3.0248 -1.6658
H 4.7371 -4.5422 -1.5400
H 6.0815 -4.6679 0.5314
H 5.4672 -3.3151 2.5040
H 3.5262 -1.8064 2.4182
N 3.5079 3.8103 -0.3586
C 4.4049 2.8517 0.0775
C 3.6863 1.7095 0.2090
N 2.3701 1.9645 -0.1366
C 2.3025 3.2397 -0.4778
C 1.0295 3.7712 -0.9655
N 0.0137 2.9425 -1.0854
C -1.0447 3.6686 -1.5968
C -0.6419 4.9515 -1.7885
N 0.6772 4.9965 -1.3817
H 3.7492 4.7699 -0.5560
H 5.4504 3.0672 0.2387
H 4.0303 0.7316 0.5031
H -2.0042 3.2238 -1.8045
H -1.1576 5.8164 -2.1760
H 1.2563 5.8220 -1.4075
N -3.1109 1.3916 4.1723
C -1.9906 2.2028 3.5784
C -1.4950 1.4482 2.3586
O -2.0614 0.3952 2.0687
O -0.4990 1.9929 1.7711
H -3.9890 1.9042 4.2281
H -2.8961 1.0334 5.1009
H -3.2069 0.6111 3.5242
H -1.1901 2.3267 4.3003
H -2.3579 3.1820 3.2846
*
```


Entry 2:
C28H38CrN4O5 as an isolated structure. Source: the OMol25 dataset; level of theory: ωB97M-V/def2-TZVPD.

Highest occupied orbital energy (alpha / beta)   -11.436 / -11.164 eV
⟨S²⟩   3.856
ΔE to the lowest compared entry with this formula, charge and spin   27.0 kJ/mol
HOMO-LUMO gap (alpha / beta)   8.743 / 8.401 eV

```
! RIJCOSX wB97M-V def2-TZVPD def2/J DEFGRID3
* xyz 1 4
Cr 0.3974 -0.4220 0.2136
C -3.6925 -1.4212 3.7306
N -3.4045 -1.2412 2.3118
C -3.9764 -2.2319 1.4027
C -2.4580 -0.4120 1.8741
O -2.0730 -0.3698 0.7012
C -1.8125 0.5539 2.8613
O -0.8464 1.3244 2.1828
C -1.3570 2.3730 1.4019
C -0.7315 2.3963 0.0128
O -0.0642 1.4466 -0.4472
N -0.9272 3.4912 -0.7109
C -0.3167 3.6068 -2.0366
C -1.6300 4.6584 -0.1722
H -4.7361 -1.7084 3.8409
H -3.0663 -2.2076 4.1570
H -3.5446 -0.5000 4.2871
H -5.0470 -2.3016 1.5892
H -3.8044 -1.9179 0.3781
H -3.5080 -3.2034 1.5658
H -2.5644 1.1881 3.3395
H -1.2933 0.0047 3.6475
H -2.4414 2.2951 1.2704
H -1.1457 3.3210 1.9018
H -0.2176 2.6239 -2.4812
H -0.9594 4.2222 -2.6611
H 0.6703 4.0667 -1.9710
H -2.5902 4.3791 0.2569
H -1.0320 5.1744 0.5797
H -1.8205 5.3474 -0.9893
O -1.0564 -3.7167 1.6643
C -0.5203 -2.9144 0.9382
O 0.3827 -2.0340 1.2834
C -0.9156 -2.8250 -0.5267
C -1.6171 -3.8684 -1.1444
C -1.9890 -3.7122 -2.4451
C -1.6828 -2.5133 -3.1263
C -2.0523 -2.2947 -4.4783
C -1.7307 -1.1279 -5.1003
C -1.0205 -0.1240 -4.3981
C -0.6538 -0.3033 -3.0979
C -0.9810 -1.5076 -2.4323
N -0.5965 -1.7016 -1.1307
H -1.8352 -4.7553 -0.5666
H -2.5199 -4.4978 -2.9701
H -2.5902 -3.0741 -5.0042
H -2.0103 -0.9666 -6.1327
H -0.7619 0.7963 -4.9069
H -0.1023 0.4518 -2.5597
N 1.6622 0.1347 1.9187
C 2.5463 1.2688 2.1452
C 2.5402 2.3427 1.2691
C 3.3799 3.4266 1.4949
C 4.2324 3.4330 2.5883
C 4.2515 2.3452 3.4519
C 3.4103 1.2645 3.2313
H 0.9703 0.0935 2.6608
H 2.1872 -0.7340 2.0069
H 1.9207 2.3025 0.3864
H 3.3817 4.2587 0.8019
H 4.8896 4.2750 2.7606
H 4.9254 2.3356 4.2985
H 3.4225 0.4157 3.9059
C 2.4601 -2.4976 -2.3462
C 2.8576 -1.7795 -1.0609
C 4.3731 -1.5749 -1.0283
C 2.1411 -0.4317 -0.8838
H 3.0060 -3.4375 -2.4476
H 2.6987 -1.8774 -3.2161
H 1.3958 -2.7303 -2.3867
H 2.6001 -2.4359 -0.2200
H 4.6856 -0.9195 -1.8469
H 4.9058 -2.5226 -1.1350
H 4.6928 -1.1112 -0.0919
H 1.9328 0.0552 -1.8431
H 2.7771 0.2528 -0.3162
*
```


Entry 3:
A 2-piece molecular cluster, C4H9N overall in a non-equilibrium geometry. Source: the OMol25 dataset; level of theory: ωB97M-V/def2-TZVPD.

SMILES   C=CC.C=N
Highest occupied orbital energy   -9.462 eV
ΔE to the lowest compared entry with this formula, charge and spin   171.4 kJ/mol
HOMO-LUMO gap   10.565 eV

```
! RIJCOSX wB97M-V def2-TZVPD def2/J DEFGRID3
* xyz 0 1
C 1.7883 0.9902 1.4171
C 0.8194 0.5847 0.5972
C 1.0102 0.3145 -0.8605
H 1.5809 1.2661 2.4428
H 2.7865 1.2590 1.0810
H -0.1627 0.5050 1.0518
H 0.7205 -0.7027 -1.1144
H 2.0682 0.5201 -1.0338
H 0.3952 1.0464 -1.3952
C -2.1751 -0.7834 -0.3528
N -1.6328 -1.9199 -0.2960
H -2.1989 -0.1076 0.5117
H -2.9857 -0.4529 -1.0169
H -2.0139 -2.5193 -1.0320
*
```


Entry 4:
A 6-piece molecular cluster, C4H18N2O7 overall in a non-equilibrium geometry. Source: the OMol25 dataset; level of theory: ωB97M-V/def2-TZVPD.

SMILES   C[C@@H](NC=O)C(N)=O.O.O.O.O.O
Highest occupied orbital energy   -10.087 eV
ΔE to the lowest compared entry with this formula, charge and spin   234.4 kJ/mol
HOMO-LUMO gap   10.419 eV

```
! RIJCOSX wB97M-V def2-TZVPD def2/J DEFGRID3
* xyz 0 1
C 2.2840 1.6371 -0.2864
C 1.7845 0.4563 0.5407
N 1.2599 1.0043 1.8515
C 0.0962 1.6444 1.8848
O -0.6788 1.6236 0.9279
C 0.7082 -0.3991 -0.2017
N 0.0494 0.0345 -1.3063
O 0.4954 -1.5692 0.1274
H 3.3679 1.5758 -0.4268
H 2.2738 2.5834 0.2763
H 1.7469 1.8393 -1.2024
H 2.5330 -0.2813 0.8262
H 1.7832 0.6594 2.6327
H -0.1996 2.1629 2.7974
H -0.1441 1.0080 -1.3330
H -0.4193 -0.6757 -1.8477
O 1.9813 -2.1944 2.3198
H 1.3830 -2.3035 3.0642
H 1.3951 -1.9036 1.5649
O -3.5824 -0.5402 -0.9448
H -3.7020 0.2371 -0.3729
H -2.7389 -0.8577 -0.6176
O -3.2639 2.0675 0.0120
H -2.3427 1.7861 0.1153
H -3.3999 2.7538 0.6539
O -2.1687 -0.1905 -2.7551
H -2.8221 -0.3086 -2.0439
H -2.6583 0.1767 -3.4913
O 2.2912 -2.7701 -1.5378
H 2.0038 -3.4434 -0.9196
H 2.5428 -2.0935 -0.8809
*
```


Entry 5:
A 2-piece molecular cluster, C2H8OS overall in a non-equilibrium geometry. Source: the OMol25 dataset; level of theory: ωB97M-V/def2-TZVPD.

SMILES   CCO.S
Highest occupied orbital energy   -10.017 eV
ΔE to the lowest compared entry with this formula, charge and spin   98.3 kJ/mol
HOMO-LUMO gap   10.782 eV

```
! RIJCOSX wB97M-V def2-TZVPD def2/J DEFGRID3
* xyz 0 1
C 1.0720 -0.4764 -0.6335
C 1.1861 -0.0821 0.8277
O -0.1005 0.0857 1.4244
H 0.4576 -1.2566 -0.8877
H 2.1272 -0.7477 -0.9945
H 0.8233 0.3701 -1.2924
H 1.7477 -0.7804 1.4394
H 1.8225 0.8290 0.8719
H -0.7348 0.6224 0.8808
S -3.2772 0.6894 -0.1355
H -2.0308 0.3841 -0.0501
H -3.0932 0.3627 -1.4506
*
```


- Which value of ΔE to the lowest compared entry with this formula, charge and spin does entry 5 give?
  98.3 kJ/mol


- The highest ΔE to the lowest compared entry with this formula, charge and spin belongs to which entry?
  C4H18N2O7


- Number 4 is which compound?
  C4H18N2O7